[1]
C3H11NO2 | ωB97M-V with the def2-TZVPD basis set

The HOMO energy is -0.321 Eh. Its LUMO energy is 0.69 eV. As for the SMILES: CNCCO.O. The HOMO-LUMO gap comes out at 9.425 eV.

Last column: Löwdin charge in e.
Cartesian coordinates (Å):
O 1.268 -1.425 0.066  -0.069
O -1.139 -2.611 -2.897  -0.058
N 0.082 0.447 1.521  -0.147
C 0.896 -0.265 -0.604  -0.309
C -0.203 0.520 0.101  -0.268
C -0.159 1.776 2.100  -0.131
H 1.801 0.335 -0.821  0.123
H 0.366 -1.795 0.079  0.101
H -0.645 1.446 3.026  0.072
H -0.391 -2.248 -3.419  0.051
H -0.221 1.460 -0.443  0.106
H -1.711 -1.873 -2.787  0.006
H 0.698 2.427 2.349  0.082
H 1.028 0.117 1.765  0.111
H -1.252 0.072 0.186  0.140
H -0.914 2.213 1.460  0.064
H 0.496 -0.596 -1.682  0.127

---

[2]
C3H11NO2 | ωB97M-V with the def2-TZVPD basis set

The HOMO energy is -0.345 Eh. Its LUMO energy is 0.73 eV. As for the SMILES: NCCCO.O. The HOMO-LUMO gap comes out at 10.120 eV.

Last column: Löwdin charge in e.
Cartesian coordinates (Å):
O -0.671 -1.899 1.051  -0.081
O 2.187 -0.662 -2.687  -0.064
N -1.177 1.302 -0.781  -0.001
C -0.497 -0.734 1.852  -0.260
C 0.005 0.534 -0.336  -0.290
C 0.202 0.477 1.174  -0.157
H -1.463 -0.488 2.320  0.110
H -0.024 -0.471 -0.748  0.078
H -0.884 2.083 -1.334  0.051
H 0.905 0.981 -0.776  0.103
H -0.311 1.334 1.618  0.103
H -1.730 1.593 0.009  0.052
H 1.489 -0.173 -3.142  0.034
H 0.089 -1.077 2.684  0.101
H -1.186 -1.650 0.278  0.070
H 1.820 -1.556 -2.665  0.041
H 1.247 0.405 1.483  0.110

---

[3]
C3H11NO2SSi | ωB97M-V with the def2-TZVPD basis set

The HOMO energy is -0.317 Eh. Its LUMO energy is -1.00 eV. The HOMO-LUMO gap comes out at 7.623 eV.

Last column: Löwdin charge in e.
Cartesian coordinates (Å):
S -3.775 0.203 -0.445  1.001
Si 0.127 0.355 -0.200  0.385
O -4.297 0.908 0.672  -0.408
O -1.510 0.369 -0.469  -0.531
N -3.884 -1.354 -0.090  -0.230
C 0.813 1.713 -1.386  -0.179
C 0.765 0.988 1.568  -0.194
C 0.769 -1.482 -0.105  -0.159
H 1.791 0.617 1.560  0.002
H -4.168 -1.773 0.811  0.093
H 1.779 1.725 -1.811  -0.009
H 1.564 -1.374 0.620  0.006
H 0.727 2.087 1.792  0.034
H 0.773 2.625 -0.855  -0.009
H 0.009 1.704 -2.219  0.047
H -0.070 -1.947 0.333  -0.007
H 0.284 0.316 2.257  -0.004
H -3.519 -2.157 -0.803  0.167
H 1.076 -1.928 -1.004  -0.004

---

[4]
C3H11NO3 | ωB97M-V with the def2-TZVPD basis set

The HOMO energy is -0.340 Eh. Its LUMO energy is 0.46 eV. As for the SMILES: CN(C)C=O.O.O. The HOMO-LUMO gap comes out at 9.717 eV.

Last column: Löwdin charge in e.
Cartesian coordinates (Å):
O -1.452 -1.277 -2.394  -0.039
O -1.118 -0.390 1.761  -0.027
O 1.840 -1.667 -0.183  -0.052
N 0.206 0.888 0.485  -0.194
C -0.826 0.611 -0.518  -0.085
C 1.287 1.874 0.134  -0.040
C -0.175 0.403 1.771  -0.273
H 0.995 -1.393 0.263  0.047
H 2.154 -1.179 -0.908  -0.001
H 1.138 2.921 0.621  0.115
H -1.452 1.535 -0.603  0.122
H 2.189 1.439 0.240  0.026
H -0.621 -1.073 -2.925  0.096
H 0.364 0.843 2.651  0.145
H 1.242 2.164 -0.933  0.086
H -0.382 0.178 -1.314  0.009
H -1.445 -2.085 -2.019  -0.018
H -1.500 -0.225 -0.261  0.084

---

[5]
C3H11NO3 | ωB97M-V with the def2-TZVPD basis set

The HOMO energy is -0.357 Eh. Its LUMO energy is 0.71 eV. As for the SMILES: NC(CO)CO.O. The HOMO-LUMO gap comes out at 10.429 eV.

Last column: Löwdin charge in e.
Cartesian coordinates (Å):
O 0.848 -2.736 -0.409  -0.074
O 0.085 1.835 1.055  -0.099
O -2.208 2.528 -0.432  -0.082
N -1.097 -0.455 -0.001  0.054
C 1.019 -1.331 -0.690  -0.219
C 0.957 0.833 0.442  -0.184
C 0.298 -0.534 0.407  -0.382
H 2.099 -1.152 -0.672  0.121
H 1.908 0.850 0.971  0.123
H -0.050 1.580 1.978  0.096
H 0.451 -1.078 1.337  0.142
H 0.579 -1.065 -1.650  0.126
H -1.417 -1.374 -0.263  0.079
H 1.060 1.261 -0.556  0.129
H 0.950 -3.213 -1.239  0.083
H -2.535 1.651 -0.681  0.017
H -1.691 -0.045 0.705  0.076
H -1.256 2.443 -0.301  -0.007

---

[6]
C3H11NO3 | ωB97M-V with the def2-TZVPD basis set

The HOMO energy is -0.347 Eh. Its LUMO energy is 0.68 eV. As for the SMILES: CNC(C)=O.O.O. The HOMO-LUMO gap comes out at 10.112 eV.

Last column: Löwdin charge in e.
Cartesian coordinates (Å):
O 0.395 1.099 -3.788  -0.072
O 3.925 1.384 -3.707  -0.064
O 0.120 1.244 2.380  0.069
N -0.197 -0.662 1.192  -0.010
C -1.532 -0.206 3.237  -0.021
C -0.518 0.238 2.201  -0.540
C -1.275 -1.425 0.600  -0.109
H -1.318 -1.405 -0.490  0.082
H 3.829 0.449 -3.937  0.038
H -1.736 -1.263 3.401  0.078
H -2.481 0.323 3.095  0.084
H 0.746 -0.956 1.033  0.129
H 3.987 1.290 -2.744  0.044
H 1.191 1.501 -4.159  0.016
H -1.189 0.225 4.177  0.081
H -1.427 -2.417 1.021  0.077
H -0.319 1.463 -4.334  0.037
H -2.201 -0.882 0.822  0.081

---

[7]
C3H11NO3 | ωB97M-V with the def2-TZVPD basis set

The HOMO energy is -0.360 Eh. Its LUMO energy is 0.68 eV. As for the SMILES: CCNC=O.O.O. The HOMO-LUMO gap comes out at 10.478 eV.

Last column: Löwdin charge in e.
Cartesian coordinates (Å):
O 1.041 -1.963 1.090  0.048
O 1.261 -0.871 -2.383  0.010
O 2.928 0.430 -0.504  -0.111
N -0.050 -0.063 0.418  0.039
C 0.205 -1.164 1.242  -0.375
C -2.256 1.036 0.099  -0.089
C -1.014 0.821 0.995  -0.266
H 2.714 -0.117 -1.283  -0.010
H -3.183 0.550 0.441  0.064
H 0.409 -0.731 -2.488  -0.042
H 0.468 0.183 -0.391  0.091
H -2.169 0.776 -0.966  0.066
H 3.304 -0.436 -0.075  0.096
H -1.330 0.491 1.968  0.101
H -0.355 -1.361 2.154  0.132
H -0.612 1.810 1.141  0.105
H 1.193 -1.501 -1.635  0.067
H -2.554 2.109 0.177  0.073

---

[8]
C3H11NO3 | ωB97M-V with the def2-TZVPD basis set

The HOMO energy is -0.347 Eh. Its LUMO energy is 0.70 eV. As for the SMILES: OCCNCO.O. The HOMO-LUMO gap comes out at 10.146 eV.

Last column: Löwdin charge in e.
Cartesian coordinates (Å):
O 2.518 0.197 0.055  -0.079
O -1.637 0.633 -1.833  -0.053
O -1.678 -0.375 2.657  -0.080
N -0.223 0.235 0.083  -0.062
C 0.482 -0.672 -0.839  -0.202
C -1.437 0.873 -0.460  -0.277
C 1.802 -1.021 -0.186  -0.246
H 3.251 -0.002 0.650  0.089
H 1.591 -1.538 0.754  0.120
H 0.664 -0.167 -1.793  0.116
H 2.405 -1.649 -0.833  0.111
H -1.497 1.449 -2.326  0.093
H -0.096 -1.593 -0.987  0.131
H -1.626 0.430 3.178  0.027
H -2.325 0.485 0.048  0.111
H 0.471 0.940 0.300  0.097
H -1.274 -0.165 1.797  -0.021
H -1.390 1.942 -0.263  0.124

---

[9]
C3H11NO4 | ωB97M-V with the def2-TZVPD basis set

As for the charge: +1. The HOMO energy (alpha / beta) is -0.566 / -0.566 Eh. Its LUMO energy (alpha / beta) is -3.97 / -9.28 eV. The HOMO-LUMO gap (alpha / beta) comes out at 11.442 / 6.134 eV. The spin multiplicity is 2.

Last column: Mulliken spin population.
Cartesian coordinates (Å):
O 1.790 -0.986 -1.566  0.874
O -2.180 0.976 -1.400  0.009
O 3.186 0.617 1.835  0.001
O -0.224 -0.321 -2.039  0.046
N -0.722 0.219 0.508  0.014
C 0.692 0.061 0.078  0.058
C -1.398 -1.011 0.731  0.002
C 0.779 -0.380 -1.336  -0.004
H 3.600 1.121 1.124  0.000
H 2.489 0.050 1.455  0.000
H -1.946 1.820 -1.838  0.000
H 1.392 0.766 0.290  -0.002
H -1.414 0.886 -0.321  -0.001
H -1.415 -1.579 -0.217  -0.002
H -0.787 0.900 1.274  0.005
H -1.034 -1.597 1.547  0.001
H 1.008 -0.882 0.690  0.002
H -2.586 -1.003 0.965  0.001
H -1.229 0.344 -1.781  -0.002

---

[10]
C3H11NO4PS | ωB97M-V with the def2-TZVPD basis set

As for the charge: -1. The HOMO energy is -0.114 Eh. Its LUMO energy is 3.13 eV. The HOMO-LUMO gap comes out at 6.224 eV.

Last column: Löwdin charge in e.
Cartesian coordinates (Å):
S -0.474 2.281 -0.885  0.831
P 1.696 0.537 -1.559  0.830
O -1.579 1.228 -1.473  -0.444
O 0.672 1.840 -1.977  -0.635
O -0.010 1.809 0.388  -0.436
O -1.976 -1.525 0.667  -0.404
N -2.597 0.867 -0.515  0.010
C 0.753 -0.830 -0.794  -0.281
C 2.881 1.125 -0.293  -0.312
C -1.526 -2.093 1.798  -0.456
H -0.319 -0.686 -0.781  0.006
H -0.413 -2.264 1.853  0.028
H -2.334 -0.094 -0.239  0.008
H 3.771 0.520 -0.416  0.019
H 1.038 -0.946 0.245  0.035
H -2.542 1.463 0.302  0.050
H 3.134 2.157 -0.493  0.028
H 2.543 0.995 0.730  0.026
H -1.729 -1.527 2.749  0.035
H 0.951 -1.743 -1.335  0.029
H -1.939 -3.113 2.029  0.032

---

Which largest force on an atom belongs to each record? In order, 3.815, 1.450, 4.260, 5.947, 2.034, 1.658, 6.977, 0.547, 5.442, 2.211 eV/A.
Which energy above the lowest of the compared OMol25 structures with the same formula, charge and spin belongs to each record? In order, 45.5, 18.8, 42.6, 69.1, 37.0, 33.0, 47.0, 40.3, 75.2, 0.0 kcal/mol.
Which total energy belongs to each record? In order, -8872.514, -8873.674, -27585.934, -10920.007, -10921.402, -10921.575, -10920.967, -10921.257, -12958.295, -33091.316 eV.